--- w ---
{"formula": "C2H6O2S", "method": "wB97M-V/def2-TZVPD", "symbols": ["C", "C", "O", "O", "S", "H", "H", "H", "H", "H", "H"], "positions_angstrom": [[0.76, 0.86, 0.39], [0.23, 1.16, -0.78], [-0.31, -2.62, 0.39], [-1.54, -0.72, 1.54], [-1.72, -1.61, 0.46], [0.38, 0.26, 1.18], [1.74, 1.18, 0.62], [0.62, -2.26, 0.11], [-0.79, 1.03, -1.02], [0.75, 1.71, -1.50], [-2.63, -2.79, 1.07]], "nbo_charge": [-0.38, -0.39, -0.96, -0.93, 1.38, 0.21, 0.18, 0.52, 0.19, 0.19, -0.01], "total_charge": 0, "homo_ha": -0.3620, "gap_ev": 10.3}

***

--- x ---
{"formula": "C2H6O2S", "method": "wB97M-V/def2-TZVPD", "symbols": ["O", "C", "O", "H", "H", "C", "S", "H", "H", "H", "H"], "positions_angstrom": [[-1.35, -1.40, 1.20], [-1.92, -0.95, 0.25], [-1.43, -0.91, -0.99], [-2.91, -0.48, 0.27], [-0.51, -1.23, -0.97], [0.81, 1.53, 0.78], [1.80, 0.80, -0.53], [1.41, 1.70, 1.66], [0.45, 2.51, 0.49], [0.00, 0.88, 1.13], [2.14, -0.26, 0.19]], "nbo_charge": [-0.59, 0.65, -0.68, 0.12, 0.50, -0.74, -0.04, 0.22, 0.23, 0.22, 0.12], "total_charge": 0, "homo_ha": -0.3414, "gap_ev": 10.1, "smiles": "O=CO.CS"}

***

--- y ---
{"formula": "C2H6O2S", "method": "wB97M-V/def2-TZVPD", "symbols": ["C", "C", "O", "O", "S", "H", "H", "H", "H", "H", "H"], "positions_angstrom": [[2.32, -0.74, -0.12], [-1.95, 0.17, -0.33], [1.08, 1.59, 0.05], [-0.98, -0.67, 0.24], [0.95, 0.20, -0.25], [1.97, -1.70, 0.29], [2.98, -0.12, 0.58], [-1.77, 0.24, -1.51], [-1.82, 1.14, 0.13], [-2.82, -0.36, -0.36], [0.43, 0.23, -1.53]], "nbo_charge": [-0.88, -0.27, -0.88, -0.69, 1.65, 0.24, 0.25, 0.13, 0.19, 0.21, 0.05], "total_charge": 0, "homo_ha": [-0.3498, -0.3499], "gap_ev": [8.4, 8.4]}

***

Energies relative to the minimum, kcal/mol: w 74.5; x 0.0; y 130.9